# 1
DFT (wB97M-V/def2-TZVPD) results for a single C7H10N4O molecule in a non-equilibrium geometry.

* highest occupied orbital energy: -9.0 eV
* SMILES: CCNC(=O)Nc1ncccn1
* frontier orbital gap: 0.3557 Ha
* net charge: 0

Last column: Löwdin charge in e.
CARTESIAN COORDINATES (ANGSTROEM)
H: 2.48838 -1.53654 -0.73489  0.11
N: -2.09575 -1.29146 -0.08705  0.10
C: -3.72039 0.45983 0.08142  -0.07
H: -4.13855 -1.71844 0.38228  0.14
O: 1.19721 0.80127 0.88338  0.09
C: -1.16669 -0.22406 -0.22418  -0.33
H: -4.80988 0.66488 0.45336  0.12
C: -3.32247 -0.92335 0.09007  -0.18
N: -1.47812 1.05886 -0.21783  0.13
N: 0.08569 -0.76283 -0.30342  0.13
H: 0.15131 -1.74065 -0.70934  0.18
H: 4.87964 1.57622 -0.32286  0.10
C: 4.01236 0.83547 -0.61140  -0.11
H: -2.94821 2.45874 -0.47021  0.12
H: 4.09898 0.19068 -1.56714  0.08
C: -2.73745 1.42067 -0.14891  -0.15
H: 2.91415 1.34988 -0.74930  0.12
H: 4.47299 -1.04695 0.51910  0.13
C: 3.63496 -0.27739 0.37148  -0.32
N: 2.40309 -0.89089 -0.01104  0.02
C: 1.23054 -0.22789 0.28622  -0.56
H: 3.32393 0.21659 1.39920  0.14

***

# 2
DFT (wB97M-V/def2-TZVPD) results for a single C7H10N4S molecule in a non-equilibrium geometry.

* highest occupied orbital energy: -8.4 eV
* frontier orbital gap: 0.3092 Ha
* net charge: 0

Last column: Löwdin charge in e.
CARTESIAN COORDINATES (ANGSTROEM)
C: -1.64416 1.30559 -0.98181  -0.16
H: 0.66722 -2.64244 0.38487  0.07
H: -1.13178 1.89711 -0.26431  0.04
H: 3.20385 1.16154 1.77228  0.09
H: -1.02142 -2.30786 1.06940  0.02
C: 2.40706 0.48149 0.05839  -0.47
C: -0.01950 -2.03392 0.97091  -0.19
H: -1.32822 1.55437 -1.95856  0.06
C: 3.35600 0.60046 -2.17841  -0.21
H: -1.03598 -0.60718 -1.55265  0.09
H: -2.78210 1.60835 -1.05305  0.12
C: -1.32259 -0.10746 -0.63856  -0.41
N: 1.21329 0.02530 -0.43801  -0.24
H: 0.24745 -1.98756 2.04039  0.04
H: 1.69804 0.78205 1.98543  0.07
C: 4.68338 1.15180 -0.30959  -0.21
S: 0.03680 -0.20233 0.57894  1.02
N: 3.33408 0.49553 -3.33319  0.14
N: 2.50988 0.52675 1.42323  0.11
N: 5.74105 1.13129 0.17065  0.15
H: -2.27719 -0.64520 -0.40514  0.11
C: 3.36555 0.86937 -0.77763  -0.24

***

# 3
DFT (wB97M-V/def2-TZVPD) results for 2 unconnected molecules or ions with the total composition C7H10N7 in a non-equilibrium geometry.

* highest occupied orbital energy (alpha / beta): -13.1 / -12.8 eV
* frontier orbital gap (alpha / beta): 0.2514 / 0.2557 Ha
* net charge: +1

Last column: Löwdin charge in e.
CARTESIAN COORDINATES (ANGSTROEM)
C: 2.90896 1.86270 -0.25127  -0.03
H: 4.40617 0.54010 0.46237  0.09
H: -3.28830 2.62646 0.79494  0.10
H: 3.33351 2.78581 -0.44106  0.09
N: -2.25300 -0.08262 -0.53965  0.07
N: -0.35495 -0.65478 0.72447  0.19
C: 1.58186 1.60177 -0.47698  -0.11
C: -0.22608 -1.88894 0.18432  -0.37
H: -1.24671 1.43186 2.03233  0.12
C: -2.83893 1.74622 0.49195  -0.01
H: 1.56879 -3.07370 0.16193  0.12
C: 3.43391 0.65875 0.21674  -0.08
H: 0.80170 2.23973 -0.96880  0.13
N: -1.42695 0.10764 0.48757  -0.12
N: 2.41771 -0.16199 0.38347  0.00
N: 0.96085 -2.42317 0.57400  0.22
H: 1.63902 -1.82598 1.05048  0.09
N: -1.18520 -2.41775 -0.56018  0.26
H: -1.03468 -3.30051 -0.96028  0.13
N: 1.40318 0.32006 -0.14976  0.01
H: -3.81283 0.81788 -1.28594  0.11
H: -1.83464 -1.75770 -0.83576  0.04
C: -1.83459 1.27432 1.19613  0.03
C: -3.09599 0.85418 -0.55908  -0.07

***

# 4
DFT (wB97M-V/def2-TZVPD) results for a molecular structure, C7H10O in a non-equilibrium geometry.

* highest occupied orbital energy: -9.1 eV
* frontier orbital gap: 0.3252 Ha
* net charge: 0

Last column: Löwdin charge in e.
CARTESIAN COORDINATES (ANGSTROEM)
O: 2.65183 -0.76917 -0.52300  -0.12
H: -2.41670 0.66864 -1.67718  0.13
C: 1.42742 0.04765 -0.59118  -0.13
C: -0.23897 0.55300 0.84081  -0.44
H: -0.79236 -1.00591 2.22744  0.20
H: 0.32682 -1.49090 0.58664  0.07
H: -0.67829 2.33793 -0.63032  0.18
H: 0.85588 0.38799 -1.48534  0.15
H: 1.82000 0.17068 1.28997  0.16
C: 1.21272 0.77970 0.53477  -0.21
C: -0.57557 -0.95598 0.85169  -0.11
C: -1.84169 -1.04963 -0.20402  -0.15
C: -1.84809 0.38552 -0.70644  -0.15
C: -0.93536 1.22231 -0.21172  -0.16
H: 1.51629 1.80594 0.31072  0.15
H: -2.80363 -1.70556 -0.14326  0.11
H: -1.46778 -1.86143 -1.10827  0.15
H: -0.77774 0.95048 1.72999  0.15

***

# 5
DFT (wB97M-V/def2-TZVPD) results for a single C7H10O molecule in a non-equilibrium geometry.

* highest occupied orbital energy: -8.7 eV
* SMILES: C[C@]12C[C@@H]1C=CCO2
* frontier orbital gap: 0.3550 Ha
* net charge: 0

Last column: Löwdin charge in e.
CARTESIAN COORDINATES (ANGSTROEM)
H: 2.60506 1.06937 0.06012  0.13
H: -0.14816 1.25275 -1.36717  0.15
H: 1.71763 -1.92460 0.55264  0.10
H: -2.05185 -1.64240 -0.34118  0.16
H: 0.36931 -1.65518 1.61956  0.07
H: -1.64011 -0.27801 -1.64922  0.15
C: 1.12528 -1.10230 1.04226  -0.01
C: -0.94190 1.20759 0.62855  -0.02
H: 2.03165 1.07727 -1.65680  0.10
C: -1.54196 -0.66598 -0.62744  -0.19
C: 0.73849 -0.35373 -0.24507  -0.53
H: -1.20011 2.17988 1.13004  0.13
H: 1.67292 -0.24586 1.67965  0.13
C: 1.68319 0.78377 -0.65158  -0.01
C: -1.76856 0.21991 0.34513  -0.15
H: -2.66835 0.08536 0.72947  0.08
C: 0.19141 1.08255 -0.31282  -0.20
O: -0.17393 -1.09037 -0.93612  -0.09

***

# 6
DFT (wB97M-V/def2-TZVPD) results for a single C7H10O molecule in a non-equilibrium geometry.

* highest occupied orbital energy: -7.4 eV
* SMILES: C=C=C(C)/C=C(\C)O
* frontier orbital gap: 0.2918 Ha
* net charge: 0

Last column: Löwdin charge in e.
CARTESIAN COORDINATES (ANGSTROEM)
C: -0.60807 0.02262 1.55356  -0.36
H: -0.31108 -1.11219 3.09052  0.10
H: 2.29997 0.75245 -1.49630  0.08
H: 2.64615 0.28935 0.17162  0.08
C: 0.29998 -0.63579 0.81321  -0.05
H: -0.81509 0.07587 -3.42781  0.06
C: 0.69859 -0.31070 -0.54295  -0.33
O: -0.88100 -0.36099 2.85502  0.01
H: -0.88675 1.77511 0.30206  0.08
H: -2.38267 0.95631 0.80640  0.09
C: -0.95985 -0.52554 -2.53765  0.01
H: 2.66912 -0.94104 -1.10749  0.08
C: 2.15887 -0.03962 -0.75273  -0.05
C: -1.37358 1.23857 1.12161  -0.02
H: 0.83594 -1.47971 1.24197  0.12
H: -1.78337 -1.22964 -2.51398  0.06
H: -1.46091 1.94520 1.95431  0.08
C: -0.14626 -0.42027 -1.53137  -0.05

***

# 7
DFT (wB97M-V/def2-TZVPD) results for a molecular structure, C7H10O in a non-equilibrium geometry.

* highest occupied orbital energy: -8.0 eV
* frontier orbital gap: 0.3216 Ha
* net charge: 0

Last column: Löwdin charge in e.
CARTESIAN COORDINATES (ANGSTROEM)
H: 3.71588 0.07442 -0.28035  0.05
H: 1.95105 1.32439 1.13140  0.17
H: 3.28784 -1.78694 -0.60015  0.10
C: 1.37121 1.16674 0.14408  -0.22
C: 1.72277 -0.19746 0.08759  -0.44
H: -2.14344 -1.73702 -0.24414  0.10
C: -0.10553 1.32178 -0.00240  -0.11
O: -3.15164 0.19317 -0.42531  -0.07
C: -0.52371 -0.19552 0.18338  -0.19
H: -3.91944 -0.12556 -0.09765  0.00
H: -2.24939 -1.12349 1.54426  0.19
C: 0.56987 -0.93523 0.04487  -0.10
C: 2.92736 -0.69688 -0.29081  0.05
H: -0.70630 1.83657 0.90290  0.15
C: -2.08672 -0.67921 0.24216  -0.14
H: 1.98683 1.77867 -0.37253  0.08
H: -0.37447 1.64134 -1.17752  0.18
H: 0.41308 -2.13307 0.14300  0.18

***

# 8
DFT (wB97M-V/def2-TZVPD) results for a molecular structure, C7H10O in a non-equilibrium geometry.

* highest occupied orbital energy: -8.6 eV
* frontier orbital gap: 0.3463 Ha
* net charge: 0

Last column: Löwdin charge in e.
CARTESIAN COORDINATES (ANGSTROEM)
H: 0.78056 -0.26450 -1.91918  0.09
H: 1.96181 -1.09820 1.22100  0.08
C: 1.74281 0.49453 -0.25320  -0.16
H: 2.55495 1.02561 -0.41732  0.07
H: -1.77298 -0.11409 1.34409  0.15
C: 0.19015 -0.81850 0.00552  -0.25
H: 1.79113 -1.58655 -0.92133  0.16
H: -2.23416 -1.18012 -0.59911  0.12
C: 1.25505 -0.33999 1.02880  -0.09
H: 0.96937 0.16420 1.96465  0.12
C: 1.21293 -0.59933 -1.06482  -0.15
O: -2.88072 -0.39982 -0.41846  -0.11
C: 0.39059 1.50927 -0.25953  0.04
H: 0.07425 2.45261 -0.78643  0.11
H: -0.39364 -1.65064 0.41376  0.14
H: -3.00156 1.35781 0.37009  0.19
C: -0.56289 0.57724 0.02083  -0.25
C: -2.07765 0.47048 0.27062  -0.27

***

# 9
DFT (wB97M-V/def2-TZVPD) results for a single C7H10O molecule in a non-equilibrium geometry.

* highest occupied orbital energy: -7.9 eV
* SMILES: C=C[C@]12CCO[C@@H]1C2
* frontier orbital gap: 0.3300 Ha
* net charge: 0

Last column: Löwdin charge in e.
CARTESIAN COORDINATES (ANGSTROEM)
H: 0.37205 0.32494 2.13162  0.05
C: -1.15199 -0.38355 -0.91257  -0.13
H: 0.92576 2.31672 -0.14673  0.15
C: 0.43153 -1.99556 -0.15780  0.05
C: 1.18564 1.32458 0.45214  -0.12
C: -0.01463 0.52286 1.24642  -0.09
C: 1.17695 -0.75828 -0.02492  -0.38
H: -0.82109 -1.00191 -1.77890  0.10
H: -0.77847 1.29455 1.41293  0.10
H: 2.14507 1.59822 1.01456  0.13
H: 0.74542 -2.73744 0.49163  0.09
H: -2.75214 0.66914 -1.87104  0.07
H: -2.36321 1.43164 -0.19854  0.07
C: -2.05354 0.64441 -0.95777  0.00
C: -0.32123 -0.65503 0.34054  -0.24
H: 1.83913 -0.94039 0.77286  0.14
O: 1.44314 0.41227 -0.61148  -0.09
H: -0.00839 -2.06717 -1.20296  0.11

***

# 10
DFT (wB97M-V/def2-TZVPD) results for a single C7H10O molecule in a non-equilibrium geometry.

* highest occupied orbital energy: -9.2 eV
* SMILES: O[C@H]1C=C[C@H]2CC[C@H]12
* frontier orbital gap: 0.3706 Ha
* net charge: 0

Last column: Löwdin charge in e.
CARTESIAN COORDINATES (ANGSTROEM)
C: -0.66619 0.69327 0.11489  -0.31
H: -1.64715 -2.12970 -0.56319  0.10
C: 1.57090 1.12401 -0.15994  -0.02
H: -1.33544 -1.54145 1.09397  0.11
C: 1.39023 -0.35995 0.22406  -0.34
C: 0.41010 1.75773 -0.14759  -0.01
H: 3.05189 -1.17969 0.42491  0.09
O: 2.42380 -1.14296 -0.29169  0.01
H: 0.12467 -0.58018 -1.41959  0.17
H: -2.27079 0.20482 -1.32495  0.13
C: 0.03508 -0.48393 -0.34276  -0.29
C: -1.26351 -1.28778 0.01686  -0.10
H: -0.83469 0.59411 1.22525  0.16
H: -2.89222 0.29217 0.39405  0.11
H: 2.50012 1.60473 -0.20519  0.09
H: 1.27951 -0.42619 1.29158  0.15
H: 0.11800 2.80648 -0.10920  0.10
C: -1.99431 0.05451 -0.22146  -0.15

***

It is found that the relative energy (zero: lowest compared OMol25 entry of this formula, charge and spin) values, taken in the order of the records, are 35.7 29.8 33.8 158.7 135.6 80.0 125.7 137.4 153.6 73.2 kcal per mole.
It is found that the DFT total energy values, taken in the order of the records, are -15428.046 -24213.667 -17839.683 -9461.679 -9462.681 -9465.093 -9463.109 -9462.600 -9461.901 -9465.387 eV.